Molecular formula: C16H19N3O4S
Method: DFT, ωB97M-V/def2-TZVPD

Element x y z (Å)
S  1.459  2.420  -4.360
O  0.679  3.611  -4.174
O  0.909  -0.305  5.202
O  2.042  2.212  -5.657
O  -1.103  -1.275  -3.037
N  -0.670  -0.498  -0.944
N  2.240  1.514  -0.713
N  1.236  0.762  -0.230
C  2.310  0.123  1.829
C  -0.038  0.631  1.848
C  0.480  0.955  -3.817
C  2.038  1.593  -2.011
C  -0.083  0.351  3.196
C  -2.440  -2.094  -1.208
C  0.880  0.877  -2.402
C  2.036  -0.677  5.962
C  -3.647  -1.204  -0.884
C  -4.774  -2.009  -0.249
C  0.388  0.352  -1.223
C  1.160  0.494  1.148
C  -1.342  -1.275  -1.855
C  2.761  2.343  -3.046
C  2.271  -0.145  3.185
C  1.068  -0.049  3.881
H  2.470  -1.614  5.602
H  3.049  3.344  -2.742
H  -5.103  -2.798  -0.920
H  3.606  1.806  -3.469
H  -5.623  -1.365  -0.033
H  0.798  0.108  -4.417
H  -2.073  -2.570  -0.296
H  -2.741  -2.869  -1.912
H  -4.443  -2.466  0.681
H  3.182  -0.428  3.687
H  -0.844  -0.660  0.038
H  -0.924  1.000  1.351
H  2.799  0.107  5.956
H  -0.576  1.149  -3.972
H  -3.345  -0.403  -0.205
H  1.671  -0.816  6.978
H  3.239  0.058  1.285
H  -4.002  -0.741  -1.806
H  -1.000  0.452  3.753

Values from the calculation:
- electronic energy (a.u.) = -1484.4973
- energy above the lowest of the compared OMol25 structures with the same formula, charge and spin (eV) = 3.302
- total charge = 0
- Kohn-Sham gap (eV) = 9.098
- max |F| (hartree/bohr) = 0.0276
- 2S+1 = 1

Atomic partial charges in e from the natural (NBO) method, atoms 1 to 5: atom 1 (S): 2.150, atom 2 (O): -0.941, atom 3 (O): -0.486, atom 4 (O): -0.937, atom 5 (O): -0.591



Molecular formula: C16H19N3O5S
Method: DFT, ωB97M-V/def2-TZVPD

Element x y z (Å)
S  0.625  -0.502  -2.345
O  -1.060  -2.440  1.421
O  1.737  -5.024  -1.477
O  0.422  -4.736  0.280
O  0.877  -0.462  0.916
O  -3.356  4.841  3.613
N  -0.952  0.595  0.167
N  -0.421  -2.356  -0.816
N  1.321  2.601  -0.118
C  -1.832  2.978  3.590
C  -0.780  3.946  1.218
C  2.921  -2.060  -2.398
C  1.412  -2.205  -2.343
C  -1.524  -0.620  -0.322
C  -2.343  4.147  3.034
C  -1.805  4.630  1.844
C  0.812  1.967  1.089
C  1.078  -4.302  -0.786
C  -0.952  -1.881  0.363
C  0.267  0.577  0.752
C  0.951  -2.785  -0.998
C  -0.869  -1.223  -1.603
C  -0.274  2.774  1.764
C  -0.808  2.301  2.958
C  0.886  -2.988  -3.535
H  3.280  -1.428  -1.588
H  0.644  2.546  -0.873
H  -1.444  1.468  0.050
H  -2.611  -0.545  -0.352
H  -2.202  5.542  1.430
H  2.163  2.133  -0.432
H  -1.579  -1.485  -2.391
H  1.374  -3.959  -3.567
H  1.653  1.840  1.780
H  -0.047  -4.040  0.789
H  3.223  -1.619  -3.345
H  1.102  -2.451  -4.456
H  -0.188  -3.147  -3.465
H  1.558  -2.325  -0.197
H  -0.418  1.393  3.394
H  3.374  -3.045  -2.306
H  -3.622  4.412  4.435
H  -0.354  4.335  0.307
H  -2.237  2.602  4.520

Values from the calculation:
- electronic energy (a.u.) = -1559.7975
- energy above the lowest of the compared OMol25 structures with the same formula, charge and spin (eV) = 0.000
- total charge = 0
- Kohn-Sham gap (eV) = 9.124
- max |F| (hartree/bohr) = 0.0164
- 2S+1 = 1

Atomic partial charges in e from the natural (NBO) method, atoms 1 to 5: atom 1 (S): 0.166, atom 2 (O): -0.585, atom 3 (O): -0.580, atom 4 (O): -0.674, atom 5 (O): -0.626



Q: Which formula does entry 1 have?
A: C16H19N3O4S